[1]
ORCA calculation (ωB97M-V with the def2-TZVPD basis set) on C34H34CrN6OPS4 as an isolated structure.

```
! wB97M-V def2-TZVPD RIJCOSX def2/J DEFGRID3
* xyz 2 4
Cr -0.05015 -0.29612 -0.52519
O -0.82726 -2.32471 0.97646
N -1.15851 -0.97461 1.02004
C -2.09207 -0.59899 1.79684
C -2.56544 0.77095 1.95928
C -3.60676 0.91713 2.87881
C -4.14790 2.16139 3.15463
C -3.64969 3.27784 2.50582
C -2.61546 3.14476 1.58797
C -2.05728 1.90512 1.30157
P -0.68048 1.93324 0.09974
C -1.29645 2.91723 -1.28173
C -0.92503 4.24681 -1.47292
C -1.46655 4.96628 -2.52833
C -2.38146 4.37070 -3.38288
C -2.76732 3.05069 -3.18305
C -2.22400 2.32347 -2.13895
C 0.62001 2.85660 0.93344
C 1.64531 3.42486 0.17587
C 2.68300 4.09130 0.80196
C 2.71616 4.17005 2.18894
C 1.71160 3.58600 2.94728
C 0.66186 2.92701 2.32538
H -1.53147 -2.84445 1.39906
H -2.59416 -1.35456 2.40145
H -3.99687 0.04226 3.38385
H -4.95126 2.25545 3.87165
H -4.06264 4.25655 2.70876
H -2.23840 4.02737 1.08567
H -0.21870 4.72768 -0.81077
H -1.17093 5.99552 -2.67871
H -2.79796 4.93577 -4.20566
H -3.49344 2.59343 -3.84144
H -2.52920 1.29599 -1.98598
H 1.62239 3.36577 -0.90587
H 3.45885 4.54979 0.20351
H 3.52631 4.69262 2.67991
H 1.73882 3.65054 4.02645
H -0.11590 2.47611 2.92807
S 3.76300 4.76726 -3.24328
C 3.36696 3.20544 -2.96754
S 1.86946 2.45880 -3.49689
C 2.27043 1.01799 -2.61286
N 3.42108 1.06166 -2.04660
N 4.04194 2.26001 -2.24859
C 5.37622 2.38129 -1.73290
C 6.39929 2.82373 -2.55393
C 7.68270 2.91057 -2.03614
C 7.93581 2.54913 -0.72053
C 6.90131 2.10075 0.08930
C 5.61140 2.02144 -0.41352
S 1.15280 -0.32995 -2.55594
H 6.19617 3.09728 -3.57955
H 8.48749 3.25994 -2.66800
H 8.94005 2.61894 -0.32547
H 7.09597 1.82333 1.11677
H 4.79001 1.69828 0.21290
S 1.90375 -0.07385 0.79379
C 2.78236 -1.52355 0.31732
N 3.86136 -1.40960 -0.41387
C 4.67280 -2.55215 -0.83128
C 4.55341 -3.65615 0.20430
C 3.08583 -3.96118 0.45536
N 2.37443 -2.71113 0.74774
H 4.02025 -0.49623 -0.84721
H 5.70112 -2.21101 -0.93378
H 4.32976 -2.89290 -1.81162
H 5.02875 -3.34200 1.13489
H 5.06237 -4.55176 -0.14633
H 2.96199 -4.62388 1.30949
H 2.63252 -4.43904 -0.41549
H 1.59473 -2.71491 1.38539
C -2.42230 -3.73651 -3.71329
C -2.65913 -2.22151 -3.77132
C -2.05532 -1.53631 -2.63936
N -1.56953 -1.00114 -1.74849
H -2.83539 -4.18745 -4.61213
H -2.91395 -4.17846 -2.84900
H -1.35860 -3.96335 -3.67417
H -3.72375 -1.98047 -3.77796
H -2.21681 -1.78561 -4.67038
*
```

Total energy, eV: -127836.92378
Maximum force, Eh/bohr: 0.02278
HOMO level (alpha / beta), eV: -12.11 / -12.11
Frontier orbital gap (alpha / beta), eV: 5.24 / 5.85
<S²>: 3.869

These are the Mulliken partial charges, in e, on atoms 1 to 5: atom 1 (Cr): -0.32, atom 2 (O): -0.40, atom 3 (N): 0.43, atom 4 (C): 0.22, atom 5 (C): 0.61

=====

[2]
ORCA calculation (ωB97M-V with the def2-TZVPD basis set) on C34H34F2N7O6SV as an isolated structure.

```
! wB97M-V def2-TZVPD RIJCOSX def2/J DEFGRID3
* xyz -1 4
V 0.51326 -0.15784 -0.14404
C 2.05506 1.94766 4.60396
C 1.10476 1.75306 3.41886
C 0.35596 3.05166 3.10526
C 0.11906 0.62846 3.66806
C -0.67254 0.63746 4.80746
C -1.58064 -0.37514 5.05636
C -1.74224 -1.38894 4.13226
C -0.96944 -1.44114 2.98146
C -1.19934 -2.54854 1.98156
C -2.65384 -2.49874 1.50536
C -0.87054 -3.94474 2.51586
C -0.01164 -0.43694 2.75706
N 0.87976 -0.53754 1.67236
C 2.10776 -1.00374 1.98026
C 2.53506 -1.43484 3.25946
C 3.83036 -1.84944 3.47376
C 4.76626 -1.87524 2.44776
C 4.38226 -1.48254 1.17206
C 3.09036 -1.07114 0.97416
F 2.70346 -0.62894 -0.28844
H 2.78016 2.72906 4.38046
H 2.59406 1.02516 4.81106
H 1.50626 2.24006 5.49676
H 1.70906 1.50106 2.53646
H -0.31564 3.32366 3.91626
H -0.23044 2.93636 2.19696
H 1.05816 3.86966 2.95506
H -0.56754 1.43336 5.53046
H -2.16774 -0.37204 5.96406
H -2.47684 -2.16034 4.31216
H -0.55564 -2.38164 1.11096
H -3.33814 -2.76004 2.31166
H -2.78324 -3.19404 0.68006
H -2.90124 -1.49714 1.15586
H -1.45154 -4.19274 3.40256
H 0.18436 -4.02034 2.76826
H -1.09744 -4.66874 1.73576
H 1.82626 -1.43674 4.07486
H 4.12246 -2.16074 4.46756
H 5.77606 -2.20454 2.63236
H 5.07516 -1.49264 0.34416
N -2.79824 -1.40724 -7.18544
C -2.30154 -1.72104 -5.92994
C -3.16264 -2.15114 -4.91794
C -2.66044 -2.53294 -3.69114
C -1.29824 -2.47694 -3.45894
C -0.42664 -2.06964 -4.44874
C -0.92844 -1.70374 -5.68234
S -0.70974 -2.86424 -1.82094
O 0.66626 -3.28874 -1.83964
O -1.64394 -3.79714 -1.22834
N -0.71164 -1.46504 -0.97464
C -1.67064 -0.56784 -0.95574
N -1.27554 0.47006 -0.14974
C -2.09914 1.50166 -0.02394
C -3.32144 1.52656 -0.68714
C -3.62604 0.43066 -1.48024
N -2.81564 -0.61494 -1.62034
H -3.77094 -1.14714 -7.22104
H -2.20104 -0.84384 -7.76954
H -4.22754 -2.16944 -5.09774
H -3.30194 -2.88614 -2.90164
H 0.63246 -2.03864 -4.25104
H -0.24954 -1.36984 -6.44954
H -1.78134 2.31776 0.61776
H -3.99504 2.36396 -0.59104
H -4.55164 0.36446 -2.03844
F -0.16674 4.42466 0.12646
C 0.58796 4.36366 -0.99644
C 1.31436 3.24356 -1.23834
N 2.10216 3.12636 -2.34224
C 2.66706 1.84076 -2.67674
C 1.48306 0.81966 -3.04714
O 1.46796 0.37866 -4.18014
O 0.67386 0.63126 -2.11514
C 2.22606 4.16586 -3.24744
O 2.95556 4.13246 -4.21254
N 1.47506 5.28166 -2.95014
C 0.59966 5.49876 -1.88034
O -0.01424 6.54336 -1.78334
H 1.28426 2.39626 -0.55104
H 3.20846 1.43286 -1.81734
H 3.32346 1.95956 -3.53914
H 1.55216 6.04196 -3.61634
*
```

Total energy, eV: -100488.62468
Maximum force, Eh/bohr: 0.07798
HOMO level (alpha / beta), eV: -3.99 / -5.38
Frontier orbital gap (alpha / beta), eV: 6.43 / 7.81
<S²>: 3.763

These are the Mulliken partial charges, in e, on atoms 1 to 5: atom 1 (V): 0.35, atom 2 (C): -1.68, atom 3 (C): 0.98, atom 4 (C): -1.08, atom 5 (C): 0.65

=====

[3]
ORCA calculation (ωB97M-V with the def2-TZVPD basis set) on C34H34F6N7O7S4Se2Tl as an isolated structure.

```
! wB97M-V def2-TZVPD RIJCOSX def2/J DEFGRID3
* xyz 0 1
Tl 0.07671 -0.88529 -0.50494
F 4.30555 -2.93648 -4.04866
C 4.18246 -1.60740 -4.09348
F 4.25346 -1.20955 -5.35977
F 5.18773 -1.06001 -3.41550
S 2.57046 -1.14046 -3.31224
O 2.50232 -1.96667 -2.12909
O 2.57965 0.27859 -3.10092
N 1.64240 -1.62172 -4.48920
S 0.09035 -1.70792 -4.35323
O -0.55921 -1.60273 -5.61971
O -0.45677 -0.91962 -3.25902
C -0.20604 -3.46922 -3.85641
F 0.29602 -4.28567 -4.78193
F -1.52328 -3.69618 -3.76712
F 0.35331 -3.75428 -2.68303
S 3.69213 3.79993 -1.99101
C 4.67539 5.19683 -2.01895
C 4.00734 6.30007 -1.58780
C 2.66754 6.00832 -1.22471
C 2.33836 4.69013 -1.38361
C 1.07090 4.03061 -1.05368
C 0.99886 2.62008 -0.97879
N -0.06892 1.96834 -0.59186
C -1.18569 2.65413 -0.29202
C -1.25395 4.05054 -0.40937
C -2.50093 4.71260 -0.15090
C -3.60367 4.01501 0.19255
C -3.56184 2.58824 0.34486
C -4.68287 1.82210 0.69850
C -4.56795 0.46088 0.87087
C -3.27743 -0.09504 0.72488
N -2.22129 0.59005 0.36113
C -2.34767 1.91402 0.14182
C -5.71646 -0.40126 1.16746
C -7.04406 -0.13996 0.97848
C -7.88677 -1.22690 1.32839
C -7.18596 -2.29805 1.78651
S -5.50223 -2.00327 1.78739
C -0.08440 4.73126 -0.78284
H 5.69767 5.12607 -2.35707
H 4.44996 7.28383 -1.52324
H 1.97612 6.74873 -0.84514
H 1.85316 2.01044 -1.26110
H -2.54181 5.79079 -0.25335
H -4.54211 4.52576 0.37315
H -5.63572 2.31744 0.84829
H -3.11612 -1.15484 0.90489
H -7.41611 0.79577 0.58320
H -8.96344 -1.21258 1.23822
H -7.56353 -3.24933 2.12753
H -0.11136 5.81075 -0.87412
O 2.67866 2.47242 4.19484
C 2.97401 2.41029 2.80314
C 4.29007 1.66119 2.60685
C 5.39820 2.43821 3.35226
O 6.70132 1.89863 3.19460
C 4.62397 1.58522 1.12741
Se 3.65317 0.13820 0.16466
C 4.19875 0.24809 3.18167
Se 2.88489 -0.80234 2.18096
H 1.79220 2.82453 4.30672
H 3.07412 3.41917 2.38240
H 2.18444 1.88467 2.25860
H 5.11867 2.50238 4.40578
H 5.45049 3.45186 2.95070
H 6.72595 1.01738 3.57792
H 5.68361 1.38504 0.99872
H 4.37883 2.51929 0.62072
H 3.87284 0.26327 4.22045
H 5.15331 -0.27063 3.09119
N 1.85317 -4.08855 0.36732
C 0.84955 -4.05509 1.29375
C 0.41533 -5.23746 1.92492
C -0.56260 -5.16133 2.88598
C -1.10778 -3.91915 3.21395
C -0.61787 -2.81530 2.55225
N 0.33882 -2.86411 1.62212
H 2.05918 -4.97503 -0.05843
H 1.98602 -3.28628 -0.23062
H 0.86268 -6.18399 1.64547
H -0.90284 -6.06042 3.38429
H -1.88137 -3.82062 3.96306
H -0.99659 -1.81961 2.77092
C -3.93483 -4.66357 -0.53960
N -4.08776 -3.46273 -1.33951
C -3.05908 -2.57742 -1.45571
N -3.27244 -1.52859 -2.30901
O -2.04656 -2.68709 -0.75861
H -4.92137 -5.04424 -0.28138
H -3.39192 -4.41088 0.36806
H -3.37476 -5.44079 -1.06501
H -4.80756 -3.45804 -2.04034
H -3.94489 -1.64220 -3.04903
H -2.43230 -1.04124 -2.58881
*
```

Total energy, eV: -255607.82909
Maximum force, Eh/bohr: 0.00757
HOMO level, eV: -7.41
Frontier orbital gap, eV: 6.75

These are the Mulliken partial charges, in e, on atoms 1 to 5: atom 1 (Tl): 1.18, atom 2 (F): -0.22, atom 3 (C): 0.38, atom 4 (F): -0.21, atom 5 (F): -0.19